(1)
DFT (the ωB97M-V functional and the def2-TZVPD basis) results for C4H6NP in the gas phase in a non-equilibrium geometry.

Output
HOMO energy (alpha / beta)   -7.15 / -7.15 eV
LUMO level (alpha / beta)   -0.275 / -0.267 eV
Max |F|   4.97 eV/A
HOMO-LUMO gap (alpha / beta)   6.875 / 6.885 eV
Relative energy (zero: lowest compared OMol25 entry of this formula, charge and spin)   327.3 kJ/mol
Electronic energy   -15019.752 eV

Geometry as XYZ:
```
12
Properties=species:S:1:pos:R:3:forces:R:3:nbo_charge:R:1
C 0.17472 2.60747 -0.06735 0.190 -2.866 0.403 -0.221
C 0.33140 1.42253 0.02649 0.579 0.986 0.401 -0.003
C 0.74340 0.04227 -0.00581 -1.934 -0.508 -0.072 -0.501
C -0.44629 -0.90884 0.36919 1.112 -1.627 -4.559 -0.206
N -1.61770 -0.60860 -0.44778 -1.160 1.831 2.796 -0.865
P -2.84572 0.37926 0.13183 0.490 -0.696 -0.462 0.322
H -0.02862 3.53512 -0.38377 -0.586 2.940 -0.533 0.220
H 0.98930 -0.10052 -1.05279 0.168 -0.552 -0.233 0.231
H 1.61850 -0.14673 0.56434 0.722 -0.168 0.678 0.247
H -0.20498 -1.94386 -0.01011 0.387 0.713 1.158 0.189
H -0.84265 -0.88876 1.30020 -0.226 0.039 3.313 0.216
H -1.37766 -0.52280 -1.37266 0.258 -0.092 -2.889 0.370
```
Positions in Å, forces in eV/Å.



(2)
DFT (the ωB97M-V functional and the def2-TZVPD basis) results for an isolated ion of composition C4H6NS and charge +1 in a non-equilibrium geometry.

Output
HOMO energy (alpha / beta)   -13.79 / -14.14 eV
LUMO level (alpha / beta)   -4.260 / -6.735 eV
Max |F|   4.08 eV/A
HOMO-LUMO gap (alpha / beta)   9.535 / 7.410 eV
Relative energy (zero: lowest compared OMol25 entry of this formula, charge and spin)   35.9 kJ/mol
Spin multiplicity   3
Electronic energy   -16559.121 eV
Total charge   +1

Geometry as XYZ:
```
12
Properties=species:S:1:pos:R:3:forces:R:3:nbo_charge:R:1
C 0.40913 -0.78401 0.71162 0.281 0.060 0.474 0.181
C 0.01619 0.46338 1.42695 3.070 -0.654 -0.940 -0.462
C 0.14579 -0.89597 -1.66879 -0.527 0.326 -3.286 0.014
C -0.42243 1.02492 0.06966 0.271 -0.517 -0.881 -0.266
N 0.02818 -0.36094 -0.50231 0.025 1.108 0.681 -0.311
S -2.00282 1.58719 -0.41331 0.037 -0.060 0.359 0.316
H 1.01213 -1.65234 1.01412 -0.500 0.296 -0.508 0.248
H -0.82112 0.32663 1.95715 -2.802 -0.432 2.936 0.251
H 0.92052 0.80875 1.99322 -1.209 0.602 -0.434 0.275
H -0.17540 -0.43368 -2.70288 0.530 -0.665 2.645 0.264
H 0.61557 -1.85267 -1.64163 0.179 -0.660 -0.381 0.215
H 0.27426 1.76873 -0.24379 0.644 0.595 -0.664 0.275
```
Positions in Å, forces in eV/Å.



Which value of max |F| does entry 1 give? 4.97 eV/A



max |F| of number 2 (C4H6NS)? 4.08 eV/A